one.
{
  "formula": "C3H9NO3",
  "method": "the ωB97M-V functional and the def2-TZVPD basis",
  "lumo_energy_ha": 0.018,
  "spin_multiplicity": 1,
  "homo_lumo_gap_ev": 9.26,
  "charge": 0,
  "elements": ["O", "C", "O", "C", "N", "H", "H", "H", "H", "H", "C", "O", "H", "H", "H", "H"],
  "xyz": [[-2.3065, -0.3466, 0.1635], [-2.1063, 0.7894, 0.0121], [-2.2007, 1.8882, -0.3237], [0.5559, 1.1550, 0.5796], [0.7823, 2.3754, -0.1717], [1.5256, 0.8049, 0.9532], [0.0016, 1.3923, 1.4822], [0.2887, 0.1943, -0.0291], [1.3410, 2.1822, -1.0002], [-0.1029, 2.7689, -0.4772], [0.6583, -2.3721, -0.0386], [-0.0022, -1.4316, -0.8671], [0.3122, -2.3009, 0.9964], [0.5058, -3.3920, -0.4002], [1.7183, -2.1359, -0.0800], [-0.9709, -1.5715, -0.7992]],
  "nbo_charge": [-0.548, 1.046, -0.508, -0.495, -0.841, 0.195, 0.190, 0.228, 0.351, 0.358, -0.252, -0.732, 0.167, 0.171, 0.185, 0.485]
}


two.
{
  "formula": "C3H9NO3",
  "method": "the ωB97M-V functional and the def2-TZVPD basis",
  "lumo_energy_ha": 0.028,
  "spin_multiplicity": 1,
  "homo_lumo_gap_ev": 8.65,
  "charge": 0,
  "elements": ["C", "C", "C", "N", "O", "O", "O", "H", "H", "H", "H", "H", "H", "H", "H", "H"],
  "xyz": [[0.2608, -0.7381, 0.2427], [0.2876, -0.2581, -1.1078], [0.9114, -0.0017, 1.3663], [-1.1113, 0.9344, -0.9154], [-2.3634, 0.2954, -0.5940], [-0.9139, 1.9644, 0.0379], [1.4355, -1.8599, -0.4983], [-2.9751, 0.7077, -1.2265], [-1.4102, 1.6952, 0.8319], [2.3086, -1.4442, -0.4228], [-0.5600, -1.3927, 0.5158], [1.0653, 0.4500, -1.3751], [-0.1513, -0.8804, -1.8790], [1.3678, -0.7051, 2.0670], [0.1584, 0.5528, 1.9373], [1.6897, 0.6804, 1.0200]],
  "nbo_charge": [0.119, -0.179, -0.656, 0.003, -0.633, -0.595, -0.810, 0.480, 0.446, 0.451, 0.224, 0.220, 0.239, 0.239, 0.230, 0.222]
}


three.
{
  "formula": "C3H9NO3",
  "method": "the ωB97M-V functional and the def2-TZVPD basis",
  "lumo_energy_ha": 0.030,
  "spin_multiplicity": 1,
  "homo_lumo_gap_ev": 10.20,
  "charge": 0,
  "elements": ["O", "C", "C", "N", "C", "O", "H", "H", "H", "H", "H", "H", "H", "O", "H", "H"],
  "xyz": [[-1.2377, -2.1336, 1.3816], [-0.3099, -1.9554, 0.6514], [-0.1210, -0.9312, -0.4625], [1.2517, -0.3988, -0.4096], [1.3780, 1.0092, -0.5830], [0.7620, 1.5229, -1.8013], [0.6514, -2.4940, 0.8117], [-0.7602, -0.1027, -0.1525], [-0.3106, -1.3814, -1.4448], [1.8451, -0.8687, -1.0826], [0.7872, 1.4846, 0.2111], [2.4369, 1.2348, -0.5756], [1.4226, 2.0436, -2.2770], [-2.2590, 1.1056, 1.6945], [-2.8937, 1.6342, 2.1659], [-2.6428, 0.2308, 1.8725]],
  "nbo_charge": [-0.525, 0.465, -0.352, -0.626, 0.083, -0.754, 0.086, 0.236, 0.215, 0.358, 0.174, 0.169, 0.469, -0.938, 0.464, 0.475]
}


Tell me which of them is the most stable. Sure, it is one.